Record 1
The following is a DFT calculation (ωB97M-V with the def2-TZVPD basis set) of a cluster of 2 separate species, C2H3N3O in total in a non-equilibrium geometry.

```
9
Properties=species:S:1:pos:R:3:forces:R:3:lowdin_charge:R:1
O 0.41538 2.80061 -0.24008 0.1 0.2 0.0 0.07
N 2.27168 -0.18620 -2.97935 0.3 -0.1 -1.0 0.13
N 1.22669 0.20546 -0.82703 -0.4 1.3 1.7 -0.02
N 1.31716 2.46071 -0.82271 -0.2 -0.6 0.1 0.17
C 1.67270 -0.00100 -2.00347 -0.3 -0.5 -0.2 -0.44
C -0.04257 0.00415 -0.18774 -0.3 1.1 0.8 -0.14
H -0.39657 -1.00935 -0.23895 -0.1 -0.4 -0.2 0.09
H 0.01835 0.33404 0.84525 1.1 -0.9 0.7 0.07
H -0.87341 0.71770 -0.29418 -0.1 -0.1 -2.0 0.07
```
Positions in Å, forces in eV/Å.

Values from the calculation:
**Multiplicity**: 1
**HOMO (alpha / beta)**: -9.664 / -8.950 eV
**LUMO level (alpha / beta)**: -0.891 / -1.685 eV
**Gap between HOMO and LUMO (alpha / beta)**: 8.8 / 7.3 eV
**Maximum force**: 2.11 eV Å⁻¹
**Energy relative to the best compared isomer or geometry (same formula, charge and spin)**: 120.2 kcal per mole

Record 2
The following is a DFT calculation (ωB97M-V with the def2-TZVPD basis set) of a structure of composition C27H33BF6N6O10PdS3.

```
87
Properties=species:S:1:pos:R:3:forces:R:3:lowdin_charge:R:1
Pd -0.68766 -1.08116 -0.54379 -0.2 0.0 -0.5 0.90
S -1.96169 1.41491 1.01363 -0.2 -0.1 -0.2 0.61
S -3.22861 -1.98564 -3.17448 -0.1 0.0 -0.1 0.66
S 0.00999 2.26787 -0.78277 0.0 0.1 0.3 0.61
F -3.09920 3.71952 1.35533 -0.1 0.0 0.0 0.15
F -4.44430 2.17108 0.65263 0.0 0.0 0.0 0.15
F -0.45710 4.71204 0.21214 0.0 0.0 0.0 0.14
F 1.18072 4.59889 -1.19317 0.0 0.0 0.0 0.14
F -3.05144 3.11180 -0.71361 0.0 0.0 0.0 0.14
F -0.85894 4.50422 -1.89962 0.0 0.0 0.0 0.13
O -2.09929 -1.95883 -4.05897 0.0 -0.1 0.0 -0.30
O -2.29021 0.25415 0.16383 0.2 -0.1 0.1 -0.38
O -2.90790 -2.09598 1.92167 -0.1 -0.2 0.0 0.18
O 1.80216 -0.35380 1.10896 0.0 0.0 -0.1 0.13
O 1.39951 1.93285 -0.79676 0.0 0.0 0.0 -0.26
O -4.84892 -0.87620 1.57952 0.0 -0.1 0.0 0.21
O -0.09611 -0.94611 2.23822 -0.1 0.0 -0.1 0.13
O -2.16802 1.24794 2.41230 0.1 0.0 0.1 -0.22
O -4.27152 -2.95207 -3.36025 0.0 0.0 0.0 -0.28
O -0.82106 1.80218 -1.85924 0.0 -0.1 0.0 -0.30
N -0.57806 2.03963 0.69218 0.2 0.1 -0.3 -0.27
N 1.70473 -1.36187 -4.03253 0.0 0.0 0.0 -0.07
N 3.17954 -2.26812 -2.34566 0.0 0.0 0.0 -0.08
N 0.84186 -1.82798 -1.79485 0.0 0.0 0.2 -0.16
N 1.44432 -3.65708 -3.29821 0.0 0.0 0.0 -0.08
N -2.52667 -2.23576 -1.62814 0.2 0.2 -0.1 -0.14
C 2.26588 -1.82745 -1.31379 -0.1 0.0 0.0 -0.16
C 0.53103 -3.21801 -2.26534 0.0 0.0 0.0 -0.17
C 2.00894 -0.19164 2.46243 0.0 0.0 0.0 -0.17
C 2.80965 -3.61575 -2.77315 0.0 0.0 0.0 -0.16
C 3.14109 0.26386 3.09901 0.0 0.0 0.0 0.08
C -2.97103 -3.22568 -0.97712 -0.2 -0.1 0.0 -0.01
C 5.48307 1.23087 4.40480 0.0 0.0 0.0 -0.07
C -3.17919 0.69836 -3.50008 0.0 0.0 0.0 -0.04
C 4.30112 0.85838 5.29987 0.0 0.0 0.0 -0.56
C -3.22039 2.68214 0.53193 -0.1 -0.1 0.2 -0.66
C 0.86245 -0.54814 3.14100 0.1 0.0 0.1 -0.19
C 0.79375 -0.47095 4.51260 0.0 0.0 0.0 0.03
C 1.34704 -2.72490 -4.42914 0.0 0.0 0.0 -0.15
C 1.93341 -0.01568 5.16658 0.0 0.0 0.0 -0.03
C -3.90135 -0.38649 -3.02841 0.0 0.0 0.0 -0.30
C -0.03639 4.14482 -0.91293 0.0 0.0 -0.1 -0.66
C 0.79765 -0.91424 -2.99731 0.0 0.0 0.1 -0.16
C -5.15756 -0.23283 -2.45125 0.0 0.0 0.0 -0.04
C -5.57672 3.52169 -2.68623 0.0 0.0 0.0 -0.04
C -5.69010 1.03661 -2.35419 0.0 0.0 0.0 -0.02
C 3.89306 2.10496 6.09717 0.0 0.0 0.0 -0.05
C 3.06487 -1.36691 -3.49430 0.0 0.0 0.0 -0.15
C 3.10316 0.35553 4.49203 0.0 0.0 0.0 -0.16
C -3.87995 -1.48517 1.75394 0.1 0.3 0.0 -0.44
C 4.76121 -0.23857 6.26985 0.0 0.0 0.0 -0.05
C -3.73710 1.96095 -3.40227 0.0 0.0 0.0 -0.03
C -4.99057 2.14718 -2.82997 0.0 0.0 0.0 -0.26
B 0.48835 -0.76840 0.98710 0.0 0.2 0.3 -0.62
H 2.02427 -3.05584 -5.21755 0.0 0.0 0.0 0.13
H 5.22541 2.03035 3.70770 0.0 0.0 0.0 0.09
H -0.22297 -0.90899 -3.37245 0.0 0.0 0.0 0.10
H 5.84201 0.37353 3.83204 0.0 0.0 0.0 0.09
H 1.07505 0.08255 -2.65753 0.0 0.0 0.0 0.11
H 0.59756 -3.88049 -1.39986 0.0 0.0 0.0 0.13
H 5.06334 -1.13471 5.72457 0.0 0.0 0.0 0.09
H 0.32464 -2.73048 -4.80750 0.0 0.0 0.0 0.12
H 4.00924 0.54432 2.52138 0.0 0.0 0.0 0.12
H 2.50855 -0.81398 -1.00448 0.0 0.0 0.0 0.12
H 5.61455 0.11048 6.85573 0.0 0.0 0.0 0.08
H 3.50047 -3.94731 -3.54941 0.0 0.0 0.0 0.13
H 2.32965 -2.49022 -0.44995 0.0 0.0 0.0 0.13
H 2.88557 -4.29584 -1.92209 0.0 0.0 0.0 0.13
H 3.96941 -0.51918 6.96498 0.0 0.0 0.0 0.08
H 3.08710 1.88795 6.79868 0.0 0.0 0.0 0.08
H -0.10617 -0.73903 5.04825 0.0 0.0 0.0 0.13
H -6.66591 1.17345 -1.90459 0.0 0.0 0.0 0.12
H 3.32919 -0.35539 -3.18249 0.0 0.0 0.0 0.13
H -6.62979 3.53092 -2.96782 0.0 0.0 0.0 0.08
H 3.55194 2.89681 5.42806 0.0 0.0 0.0 0.09
H 6.30894 1.58452 5.02428 0.0 0.0 0.0 0.08
H -5.04633 4.24689 -3.30102 0.0 0.0 0.0 0.08
H -5.70798 -1.09617 -2.10153 0.0 0.0 0.0 0.12
H -3.79697 -3.82776 -1.35786 0.0 0.0 0.0 0.10
H -2.51986 -3.47072 -0.02189 0.0 0.0 0.0 0.08
H -2.20036 0.55869 -3.93503 0.0 0.0 0.0 0.11
H 1.90284 0.06006 6.24583 0.0 0.0 0.0 0.11
H -3.17517 2.81568 -3.75657 0.0 0.0 0.0 0.12
H 3.75674 -1.69219 -4.27252 0.0 0.0 0.0 0.13
H -5.51111 3.85104 -1.64684 0.0 0.0 0.0 0.08
H 4.74442 2.48082 6.66910 0.0 0.0 0.0 0.08
H -0.47979 -3.22074 -2.66279 0.0 0.0 0.0 0.09
```
Positions in Å, forces in eV/Å.

Values from the calculation:
**Multiplicity**: 1
**HOMO**: -8.440 eV
**LUMO level**: -0.514 eV
**Gap between HOMO and LUMO**: 7.9 eV
**Maximum force**: 0.53 eV Å⁻¹